Below is a single C3H11N2PS molecule at a distorted geometry, with properties calculated with ωB97M-V with the def2-TZVPD basis set.

Each line ends with the Löwdin charge.
Atoms and positions in Å:
C (-1.39, -1.17, 0.67)  -0.123
C (-1.12, -0.92, -0.84)  -0.312
C (-0.23, 0.25, -0.98)  -0.225
N (1.21, 0.73, 1.63)  -0.145
N (2.50, 1.32, -0.63)  -0.153
P (1.57, 0.06, 0.10)  0.234
S (2.45, -1.66, 0.21)  0.187
H (-0.53, -1.17, 1.31)  0.020
H (-2.01, -0.21, 1.00)  0.111
H (-2.06, -1.96, 0.77)  0.041
H (-1.99, -0.85, -1.38)  0.073
H (-0.81, -1.91, -1.06)  0.092
H (0.06, 0.45, -1.95)  0.028
H (-0.50, 1.27, -0.76)  0.068
H (1.93, 0.31, 2.22)  0.036
H (1.14, 1.70, 1.48)  0.020
H (1.93, 1.81, -1.30)  0.024
H (3.34, 0.91, -1.00)  0.025

## Properties
- spin multiplicity = 1
- F_max (eV/A) = 5.033

Below is a single C5H8OS2 molecule at a distorted geometry, with properties calculated with ωB97M-V with the def2-TZVPD basis set.

Each line ends with the Löwdin charge.
Atoms and positions in Å:
C (0.22, 1.58, 0.71)  -0.128
C (0.44, 0.68, 1.64)  -0.156
C (-0.32, 1.43, -0.68)  -0.170
C (-0.96, 0.02, -0.78)  -0.261
C (-0.06, -0.97, -0.06)  -1.085
O (0.13, -0.67, 1.47)  -0.158
S (-0.92, -2.54, -0.02)  0.829
S (1.45, -1.24, -0.95)  0.804
H (0.76, 2.45, 0.96)  0.088
H (0.83, 1.09, 2.54)  0.112
H (-1.22, 2.15, -0.75)  0.142
H (0.46, 1.44, -1.41)  0.088
H (-1.84, -0.07, -0.32)  0.052
H (-0.99, -0.33, -1.89)  0.149
H (-0.07, -3.26, -0.55)  -0.217
H (2.08, -1.77, 0.11)  -0.089

## Properties
- spin multiplicity = 1
- F_max (eV/A) = 5.951

Below is a molecular structure, C24H6AuCl5F4N6O, with properties calculated with ωB97M-V with the def2-TZVPD basis set.

Each line ends with the Löwdin charge.
Atoms and positions in Å:
Au (1.12, 0.26, -0.15)  1.216
Cl (0.95, -1.63, 2.41)  0.764
C (0.43, -0.02, 2.68)  -0.692
C (0.44, 0.91, 1.66)  -0.300
C (0.05, 2.22, 1.75)  -0.701
Cl (0.10, 3.26, 0.38)  0.747
C (-0.42, 2.65, 2.99)  -0.689
Cl (-0.94, 4.26, 3.17)  0.789
C (-0.46, 1.75, 4.07)  -0.679
Cl (-1.02, 2.29, 5.58)  0.792
C (-0.05, 0.42, 3.92)  -0.688
Cl (-0.12, -0.67, 5.22)  0.789
N (4.92, 4.39, 0.68)  0.198
C (5.36, 3.36, 1.44)  -0.495
O (6.15, 3.45, 2.34)  0.119
C (4.77, 2.00, 1.15)  -0.073
C (5.56, 0.88, 1.42)  0.074
C (5.04, -0.39, 1.26)  0.018
C (3.73, -0.53, 0.85)  -0.108
N (2.97, 0.55, 0.60)  -0.123
C (3.47, 1.80, 0.74)  -0.045
H (5.32, 5.30, 0.86)  0.134
H (4.38, 4.27, -0.16)  0.108
H (6.57, 1.04, 1.78)  0.149
H (5.63, -1.27, 1.46)  0.136
H (3.26, -1.50, 0.76)  0.097
H (2.79, 2.62, 0.56)  0.090
F (-4.15, -0.54, -4.92)  0.166
C (-3.23, -1.47, -4.80)  -0.130
C (-3.28, -2.55, -5.62)  -0.111
F (-4.25, -2.63, -6.50)  0.192
C (-2.32, -3.64, -5.54)  0.006
C (-1.30, -3.48, -4.51)  -0.117
C (-1.27, -2.40, -3.71)  -0.127
F (-0.30, -2.30, -2.80)  0.115
C (-2.22, -1.33, -3.79)  0.017
C (-2.17, -0.22, -2.95)  -0.118
C (-1.32, -0.15, -1.85)  -0.076
N (-0.74, -0.11, -0.84)  0.086
C (-2.97, 0.96, -3.11)  -0.168
N (-3.53, 1.95, -3.23)  0.229
F (-0.37, -4.40, -4.38)  0.180
C (-2.35, -4.71, -6.38)  -0.066
C (-3.33, -4.88, -7.41)  -0.122
N (-4.08, -5.08, -8.26)  0.277
C (-1.41, -5.79, -6.32)  -0.124
N (-0.69, -6.68, -6.29)  0.269

## Properties
- total charge = +2
- spin multiplicity = 1
- F_max (eV/A) = 0.772

Below is a single C21H18N2O3S molecule, with properties calculated with ωB97M-V with the def2-TZVPD basis set.

Each line ends with the Löwdin charge.
Atoms and positions in Å:
O (-2.52, -3.09, -0.75)  0.082
C (-2.84, -1.97, -0.46)  -0.527
N (-2.00, -0.96, -0.11)  0.102
C (-0.61, -0.97, -0.04)  -0.208
C (0.15, -2.13, -0.21)  0.013
C (1.53, -2.06, -0.11)  0.003
C (2.17, -0.85, 0.14)  -0.143
C (1.41, 0.30, 0.32)  -0.032
C (0.03, 0.24, 0.24)  -0.015
H (-0.56, 1.13, 0.40)  0.114
H (1.87, 1.24, 0.57)  0.114
C (3.66, -0.86, 0.24)  -0.417
O (4.27, -1.83, 0.67)  0.079
N (4.25, 0.29, -0.20)  0.135
C (5.60, 0.63, -0.24)  -0.218
C (6.60, -0.21, 0.26)  0.048
C (7.93, 0.19, 0.21)  -0.313
C (8.27, 1.41, -0.35)  -0.028
C (7.28, 2.23, -0.85)  -0.085
C (5.96, 1.85, -0.80)  -0.046
H (5.19, 2.50, -1.19)  0.105
H (7.55, 3.19, -1.29)  0.105
H (9.31, 1.70, -0.39)  0.113
O (8.92, -0.61, 0.69)  0.060
H (8.53, -1.42, 1.04)  0.110
H (6.32, -1.16, 0.69)  0.105
H (3.64, 0.98, -0.60)  0.131
H (2.13, -2.95, -0.23)  0.122
H (-0.34, -3.06, -0.42)  0.104
H (-2.43, -0.06, 0.05)  0.086
C (-4.32, -1.57, -0.41)  -0.354
H (-4.65, -1.62, 0.63)  0.098
H (-4.88, -2.27, -1.02)  0.089
S (-4.60, 0.14, -1.00)  0.969
C (-6.14, 0.57, -0.24)  -0.531
C (-7.08, -0.37, 0.16)  -0.102
C (-8.27, 0.06, 0.73)  -0.082
C (-8.53, 1.41, 0.90)  -0.090
C (-7.59, 2.34, 0.48)  -0.085
C (-6.40, 1.93, -0.09)  -0.120
H (-5.67, 2.65, -0.41)  0.100
H (-7.79, 3.40, 0.60)  0.105
H (-9.46, 1.73, 1.34)  0.102
H (-9.00, -0.67, 1.04)  0.106
H (-6.91, -1.42, 0.02)  0.098

## Properties
- spin multiplicity = 1
- F_max (eV/A) = 0.502

Below is 2 unconnected molecules or ions with the total composition C10H16O at a distorted geometry, with properties calculated with ωB97M-V with the def2-TZVPD basis set.

Each line ends with the Löwdin charge.
Atoms and positions in Å:
C (0.04, 3.14, 2.64)  -0.067
C (1.41, 1.32, 1.46)  -0.046
C (0.40, 2.26, 1.50)  -0.318
C (1.50, 0.49, 0.35)  -0.020
C (0.96, 1.00, -0.85)  -0.343
C (-0.45, 2.42, 0.39)  -0.101
C (-0.17, 1.90, -0.77)  -0.053
O (1.08, 0.46, -2.11)  -0.024
H (1.85, 1.30, 2.44)  0.108
H (2.15, -0.39, 0.19)  0.123
H (-1.11, 3.20, 2.57)  0.096
H (0.22, 4.19, 2.36)  0.086
H (-1.40, 3.15, 0.47)  0.161
H (2.05, 0.82, -2.29)  0.170
H (-0.81, 1.89, -1.67)  0.137
H (0.46, 2.81, 3.60)  0.081
C (-0.63, -2.75, -0.34)  -0.277
C (-1.56, -1.72, -1.08)  -0.098
C (-0.11, -3.89, -1.31)  -0.125
H (0.33, -2.18, -0.20)  0.078
H (-1.08, -3.02, 0.67)  0.105
H (-2.02, -1.08, -0.34)  0.065
H (0.88, -4.29, -1.16)  0.043
H (-0.93, -4.83, -1.31)  0.128
H (-0.01, -3.34, -2.20)  0.029
H (-0.92, -0.86, -1.16)  0.028
H (-2.14, -2.01, -1.86)  0.035

## Properties
- spin multiplicity = 1
- F_max (eV/A) = 5.520

Below is 2 unconnected molecules or ions with the total composition C5H8ClN3O at a distorted geometry, with properties calculated with ωB97M-V with the def2-TZVPD basis set.

Each line ends with the Löwdin charge.
Atoms and positions in Å:
C (-1.33, 0.98, -1.16)  -0.098
C (-0.20, 0.30, -1.63)  -0.214
C (-2.12, 0.66, -0.07)  -0.707
C (-1.46, -1.48, 0.98)  -0.032
C (-0.98, -2.77, 1.37)  -0.023
N (-2.09, -0.59, 0.59)  0.129
N (0.12, -0.86, -1.15)  -0.175
N (3.29, 2.70, 0.28)  0.033
O (1.22, -1.44, -1.38)  -0.151
Cl (-3.57, 1.47, 0.41)  0.638
H (-1.48, 2.03, -1.54)  0.129
H (0.42, 0.96, -2.37)  0.137
H (-0.01, -3.03, 0.72)  0.147
H (-1.75, -3.44, 0.94)  0.105
H (-0.79, -2.99, 2.46)  0.114
H (3.24, 1.76, 0.13)  -0.046
H (3.33, 2.74, 1.37)  0.072
H (4.15, 2.99, 0.04)  -0.060

## Properties
- spin multiplicity = 1
- F_max (eV/A) = 6.202

Below is 8 unconnected molecules or ions with the total composition C13H42O13 at a distorted geometry, with properties calculated with ωB97M-V with the def2-TZVPD basis set.

Each line ends with the Löwdin charge.
Atoms and positions in Å:
C (7.69, 10.82, 12.57)  -0.244
C (7.30, 9.42, 12.26)  -0.233
O (6.51, 9.27, 11.08)  -0.042
O (8.37, 11.50, 11.52)  -0.054
H (8.35, 10.78, 13.43)  0.132
H (6.74, 11.25, 12.88)  0.119
H (6.88, 8.86, 13.10)  0.135
H (8.28, 9.04, 11.97)  0.103
H (5.69, 9.77, 11.14)  0.098
H (8.56, 12.35, 11.93)  0.109
C (12.57, 8.80, 6.34)  -0.263
C (12.04, 8.90, 7.76)  -0.215
O (10.71, 8.32, 7.78)  -0.090
O (11.95, 9.78, 5.55)  -0.053
H (12.44, 7.80, 5.92)  0.123
H (13.64, 8.99, 6.32)  0.120
H (12.01, 9.89, 8.20)  0.118
H (12.64, 8.23, 8.37)  0.109
H (10.19, 8.83, 8.41)  0.010
H (11.07, 9.44, 5.39)  0.082
C (6.37, 10.61, 6.08)  -0.236
C (5.25, 10.87, 7.13)  -0.238
O (4.62, 12.14, 7.08)  -0.048
O (5.82, 10.63, 4.78)  -0.059
H (6.88, 9.65, 6.11)  0.106
H (7.01, 11.49, 6.17)  0.107
H (5.70, 10.70, 8.11)  0.092
H (4.55, 10.05, 7.04)  0.123
H (5.26, 12.84, 6.91)  0.081
H (5.77, 9.72, 4.48)  0.084
C (7.63, 5.97, 11.79)  -0.211
C (8.92, 6.08, 10.95)  -0.220
O (8.91, 4.85, 10.20)  -0.056
O (6.49, 5.93, 10.92)  -0.062
H (7.47, 6.80, 12.48)  0.083
H (7.66, 5.08, 12.42)  0.120
H (9.88, 6.17, 11.46)  0.108
H (8.92, 7.01, 10.38)  0.088
H (9.65, 4.91, 9.59)  0.087
H (6.65, 6.66, 10.32)  0.022
C (6.78, 6.03, 6.87)  -0.192
C (7.53, 7.11, 7.67)  -0.238
O (6.73, 7.64, 8.71)  -0.090
O (6.73, 4.80, 7.65)  -0.059
H (7.35, 6.02, 5.94)  0.116
H (5.77, 6.42, 6.77)  0.113
H (7.84, 7.95, 7.04)  0.097
H (8.41, 6.62, 8.11)  0.105
H (7.19, 8.42, 9.02)  0.034
H (6.80, 5.02, 8.58)  0.049
C (11.25, 9.27, 11.82)  -0.165
O (12.66, 9.42, 11.68)  -0.102
H (10.91, 8.69, 12.68)  0.077
H (10.72, 10.22, 11.86)  0.071
H (10.89, 8.68, 10.98)  0.058
H (13.03, 8.53, 11.65)  0.077
C (6.03, 13.77, 10.23)  -0.171
O (5.37, 13.30, 11.37)  -0.101
H (5.35, 14.22, 9.51)  0.076
H (6.90, 14.40, 10.40)  0.085
H (6.35, 12.94, 9.60)  0.051
H (5.11, 12.38, 11.22)  0.065
C (9.00, 10.84, 8.51)  -0.117
O (8.79, 9.70, 9.31)  -0.146
H (8.84, 10.78, 7.43)  0.078
H (8.38, 11.66, 8.86)  0.075
H (10.05, 11.11, 8.63)  0.085
H (8.59, 10.03, 10.19)  0.032

## Properties
- spin multiplicity = 1
- F_max (eV/A) = 2.657

Ordered energy relative to the best compared isomer or geometry (same formula, charge and spin) results: 0.5563; 2.3644; 0.0489; 0.0000; 4.1480; 3.8044; 1.5704; unit eV.